13
Properties=species:S:1:pos:R:3:forces:R:3 method="wB97M-V/def2-TZVPD" energy_ev=-20305.2964 lumo_ev=0.73 multiplicity=1 e_homo_ev=-8.929 de_lowest_kcal_mol=13.41 total_charge=0
C -2.201132 1.527647 -0.928510 -0.9 -0.5 -0.2
C -1.786205 0.338476 -0.070294 0.6 1.8 -0.9
O -2.559497 -0.235578 0.628866 -0.8 -1.0 1.0
N -0.446321 0.033124 -0.164277 -0.2 0.8 -0.5
C 0.186149 -0.691199 0.805925 -0.2 -0.6 0.3
C 1.489231 -0.877195 0.833499 0.1 0.3 -0.4
Cl 2.521386 -0.215727 -0.394995 0.1 0.0 0.0
H -1.377486 2.030871 -1.407000 0.3 -0.1 -0.5
H -2.950706 1.111260 -1.644743 0.6 0.6 0.3
H -2.691005 2.315864 -0.345276 -0.1 -0.5 0.2
H 0.124008 0.635046 -0.752153 -0.2 -0.3 0.2
H -0.472196 -1.134087 1.550721 0.2 0.1 -0.1
H 1.975789 -1.425200 1.588651 0.5 -0.5 0.6

***

13
Properties=species:S:1:pos:R:3:forces:R:3 method="wB97M-V/def2-TZVPD" energy_ev=-20303.2848 smiles="C[C@]1(Cl)NCC1=O" lumo_ev=0.42 multiplicity=1 e_homo_ev=-9.466 de_lowest_kcal_mol=59.80 total_charge=0
C -0.794722 0.925819 -1.304208 3.2 -2.2 -0.6
C -0.609398 0.014515 -0.098341 1.5 -1.9 -1.9
Cl -2.246782 -0.799181 0.067923 0.5 -0.1 0.9
N 0.088600 0.562852 0.993769 -0.3 -0.1 2.1
C 1.203176 -0.462430 1.127194 -1.3 -0.8 3.0
C 0.726440 -1.124103 -0.108656 -1.7 -1.5 -4.5
O 1.060716 -1.998414 -0.912605 -0.8 2.9 3.2
H -1.220029 1.847393 -1.065977 -1.0 1.4 0.5
H -1.366350 0.319312 -2.018232 0.4 0.8 -0.2
H 0.298461 1.129090 -1.640330 -1.9 -0.2 0.0
H -0.565295 0.809700 1.758566 1.2 -0.3 -0.2
H 1.246239 -1.187990 2.083899 -0.6 1.5 -2.0
H 2.178948 -0.036564 1.117003 0.8 0.5 -0.4